(1)
Formula: C4H3BrOS
Source: OMol25
Level of theory: wB97M-V/def2-TZVPD

- HOMO (spin up / spin down): -8.6361 / -8.6302 eV
- Energy relative to the best compared isomer or geometry (same formula, charge and spin): 752.0 kJ/mol
- Gap between HOMO and LUMO (spin up / spin down): 0.24090 / 0.23961 Ha
- LUMO level (spin up / spin down): -2.0807 / -2.1101 eV
- Total energy: -87113.2788 eV

CARTESIAN COORDINATES (ANGSTROEM)
1 Br -3.275 -0.045 -0.075
2 S 1.348 0.712 -0.297
3 H -0.897 -2.147 0.130
4 C -1.465 -0.099 0.124
5 H -0.387 2.233 -0.740
6 H 1.545 -1.591 0.277
7 C 0.240 1.934 0.092
8 C 0.788 -0.833 0.174
9 O 2.683 0.941 0.234
10 C -0.580 -1.106 0.083

(2)
Formula: C5H14BBiClGaN
Source: OMol25
Level of theory: wB97M-V/def2-TZVPD

- HOMO (spin up / spin down): -4.2184 / -4.2198 eV
- Total charge: -1
- Gap between HOMO and LUMO (spin up / spin down): 0.23445 / 0.23450 Ha
- LUMO level (spin up / spin down): 2.1614 / 2.1614 eV
- Total energy: -78316.6189 eV

CARTESIAN COORDINATES (ANGSTROEM)
1 H -1.041 -1.930 -4.169
2 C 1.439 -0.022 -2.284
3 C 1.479 -3.179 -1.197
4 H 1.704 1.955 2.411
5 Ga 0.406 -1.672 -2.065
6 H 1.862 -2.817 -0.235
7 C -1.576 2.399 2.347
8 H -2.662 4.150 3.143
9 H -1.852 -2.697 -2.800
10 H -1.845 -0.957 -2.952
11 H 0.540 0.498 2.272
12 B -2.236 3.085 3.553
13 H -3.168 2.376 3.935
14 H 2.321 0.442 1.674
15 H 2.472 0.069 -1.980
16 Bi 0.748 1.540 -0.219
17 N -1.142 1.933 1.368
18 Cl -0.517 -0.822 -0.122
19 H 0.853 -4.073 -1.029
20 H 2.353 -3.461 -1.828
21 C 1.406 1.041 1.864
22 H -1.406 3.276 4.405
23 H 1.094 0.716 -2.999
24 C -1.235 -1.849 -3.092

(3)
Formula: C5H3ClN2O3
Source: OMol25
Level of theory: wB97M-V/def2-TZVPD

- HOMO: -10.2638 eV
- Energy relative to the best compared isomer or geometry (same formula, charge and spin): 3.2 kJ/mol
- Gap between HOMO and LUMO: 0.34502 Ha
- LUMO level: -0.8753 eV
- SMILES string: O=C(O)c1cc(Cl)nnc1O
- Total energy: -26876.8190 eV

CARTESIAN COORDINATES (ANGSTROEM)
1 C 1.124 0.274 -1.498
2 O 1.878 -0.503 -2.030
3 O 0.073 -2.322 -0.846
4 N -0.940 -1.543 1.055
5 H 0.360 2.005 -1.627
6 N -1.276 -0.612 1.919
7 O 1.153 1.572 -2.056
8 C 0.223 0.059 -0.224
9 C -0.126 1.021 0.614
10 C -0.167 -1.315 0.000
11 H -0.144 -3.088 -0.464
12 C -0.880 0.609 1.660
13 Cl -1.379 1.866 2.838
14 H 0.102 1.976 0.659

(4)
Formula: C26H45IN4O2PS4Tm
Source: OMol25
Level of theory: wB97M-V/def2-TZVPD

- 2S+1: 3
- HOMO (spin up / spin down): -12.8972 / -12.9070 eV
- Total charge: +2
- Gap between HOMO and LUMO (spin up / spin down): 0.19283 / 0.19158 Ha
- Expectation value of S²: 2.008
- LUMO level (spin up / spin down): -7.6501 / -7.6940 eV
- Total energy: -127985.1439 eV

CARTESIAN COORDINATES (ANGSTROEM)
1 O 1.346 5.909 -1.233
2 C 0.579 7.000 -0.982
3 H 5.872 -2.972 0.145
4 H -3.585 -5.600 0.941
5 C 1.357 5.312 -0.040
6 C 2.522 2.826 -1.018
7 H 3.230 3.356 -1.650
8 C 0.475 -1.286 -1.521
9 C -6.305 0.594 1.942
10 P -0.952 -0.432 -0.597
11 H -6.558 2.437 2.975
12 H -0.521 3.113 -2.157
13 C 4.170 0.280 2.701
14 H -2.435 -0.529 -2.585
15 H -4.229 -2.047 -1.473
16 S 2.201 3.871 0.408
17 H -2.059 -2.109 -2.053
18 H -5.892 -1.119 0.710
19 H 3.088 0.042 2.717
20 H -4.616 2.680 -0.822
21 H 6.499 -1.847 -1.732
22 H 5.591 -0.467 -1.201
23 C -5.591 2.726 1.078
24 H 2.487 -0.647 -0.705
25 H -0.271 2.919 -0.510
26 H 0.352 7.729 -1.737
27 N 0.176 7.060 0.227
28 H -5.389 -0.257 -2.111
29 H 4.289 1.375 2.814
30 H -2.069 -1.586 1.308
31 C -0.089 2.398 -1.447
32 H -0.864 -3.512 -0.709
33 H -0.609 -3.781 2.062
34 C -1.168 -1.798 0.739
35 H -1.963 1.495 -1.651
36 H 3.115 -3.190 -0.423
37 C 1.379 2.297 -1.900
38 C -5.205 0.691 -0.190
39 C -5.098 2.087 -0.057
40 H 0.621 -0.671 -2.408
41 H -1.933 1.921 1.330
42 C 4.856 -0.048 1.377
43 C -5.817 -0.047 0.823
44 C -3.725 -1.183 -1.038
45 H -3.298 -3.274 1.037
46 H 5.911 0.214 1.456
47 Tm 2.876 2.264 3.366
48 C 4.077 -2.294 1.840
49 H 3.087 1.991 -0.611
50 C -0.932 1.156 -1.701
51 N 4.668 -1.420 0.871
52 H 4.712 -0.144 3.546
53 S -2.541 0.858 0.793
54 N -2.642 -5.251 0.849
55 C -6.183 1.979 2.072
56 H -0.791 0.897 -2.750
57 C -2.672 -3.879 0.383
58 C 6.369 -1.165 -0.897
59 H -3.991 0.760 -1.925
60 C -1.241 -3.268 0.278
61 H -5.498 3.793 1.208
62 C 1.906 -1.518 -0.996
63 S 2.359 -2.548 1.685
64 H 7.303 -0.622 -0.782
65 H -2.126 -5.829 0.201
66 C -4.612 0.033 -1.407
67 H 1.595 1.240 -2.053
68 N 0.687 5.930 0.862
69 H 1.489 2.740 -2.885
70 O -0.391 -4.010 1.153
71 H 1.422 -3.494 -0.331
72 S 4.908 -3.044 3.008
73 H 0.146 -2.227 -1.955
74 H -3.090 -3.795 -0.627
75 H 2.426 -1.813 -1.916
76 H -6.754 0.003 2.726
77 H -0.379 -1.704 1.476
78 H 4.440 0.639 0.633
79 C 2.175 -2.745 -0.113
80 C -2.332 -1.124 -1.683
81 H 6.748 -1.764 1.137
82 H -3.751 -1.399 0.024
83 C 5.978 -1.921 0.384
84 I 0.681 0.766 1.298

(5)
Formula: C47H107ClN7O2S
Source: OMol25
Level of theory: wB97M-V/def2-TZVPD

- HOMO: -9.1991 eV
- Total charge: +1
- Gap between HOMO and LUMO: 0.17315 Ha
- LUMO level: -4.4875 eV
- Total energy: -88346.6100 eV

CARTESIAN COORDINATES (ANGSTROEM)
1 H 10.948 2.419 3.699
2 H -5.248 3.218 3.356
3 H -1.625 -2.997 1.609
4 H 6.777 -6.013 4.962
5 H -2.634 1.752 0.972
6 H -6.122 1.732 -1.445
7 H -8.814 -0.017 3.972
8 H -5.328 0.206 -2.120
9 C -7.875 1.090 2.364
10 C -3.563 1.072 2.728
11 H -5.839 2.531 -7.752
12 H -4.979 -0.900 -0.350
13 N -5.911 -0.273 -7.904
14 H 0.391 0.795 -2.887
15 H 9.537 4.374 4.192
16 H 7.675 2.722 6.391
17 H -4.815 0.282 -6.227
18 H -4.532 4.721 2.571
19 C 3.603 -0.045 0.881
20 H 5.619 -4.452 -0.405
21 H -0.432 -2.542 2.850
22 H 1.682 1.094 -6.472
23 H 5.434 -1.221 1.466
24 C -7.446 -0.116 -1.436
25 H -6.452 0.920 -6.234
26 C -5.849 0.036 -6.487
27 H -2.695 2.018 -5.239
28 H -4.975 2.764 -9.267
29 H 8.803 0.818 7.812
30 H 3.092 -1.979 1.874
31 C -5.462 0.270 1.528
32 H 1.266 -0.626 -6.580
33 C 5.012 -4.797 0.435
34 C -4.776 1.564 0.865
35 H -10.018 0.517 2.776
36 H 7.640 -4.998 3.792
37 H -0.308 -1.682 -0.126
38 H -7.244 -2.045 -0.458
39 H -8.554 1.712 -0.692
40 C 8.909 1.456 5.093
41 H 8.967 1.246 4.021
42 H -6.642 2.224 -9.303
43 C 5.145 -0.334 0.862
44 C 10.945 2.793 4.727
45 H 0.547 2.986 -5.040
46 H -0.338 3.067 -3.509
47 N -3.186 1.457 3.906
48 H -3.703 1.316 -3.979
49 H 7.305 3.125 1.861
50 H 5.878 -7.556 3.794
51 H -1.161 0.009 -6.672
52 H 4.845 -4.490 4.967
53 H -1.142 0.033 1.975
54 H 7.899 0.870 0.664
55 H 10.099 1.235 8.927
56 C 10.482 4.250 4.722
57 H -7.335 -1.345 -5.687
58 C -2.672 1.568 -4.245
59 C -9.000 0.087 2.869
60 H -6.685 -0.585 3.081
61 H 10.406 0.084 7.624
62 H 11.220 4.866 4.200
63 C -0.951 -2.173 1.928
64 O -6.957 3.277 0.374
65 H 1.506 0.737 -4.207
66 H -8.036 1.191 1.274
67 H -1.756 -0.049 -3.163
68 H -7.121 -0.922 -9.478
69 C 0.508 1.095 -3.934
70 H -8.884 -0.932 2.443
71 C 10.317 2.158 6.994
72 C -5.366 3.993 2.558
73 H 3.319 0.574 1.773
74 C -6.486 0.453 2.713
75 C -1.810 0.305 -4.199
76 H -3.010 0.820 4.676
77 H -6.073 1.007 3.585
78 H -7.713 -0.819 -2.267
79 H 6.667 1.320 -0.596
80 H 4.763 -5.843 0.250
81 H 0.669 -2.922 0.697
82 H 8.254 3.255 0.293
83 H -1.814 -0.879 3.434
84 H 5.108 1.738 1.624
85 C 7.735 2.404 5.348
86 N 4.973 -4.878 2.917
87 C 5.569 -4.386 4.153
88 H -8.962 1.143 -2.330
89 H 0.850 0.476 -7.894
90 H 1.081 0.061 0.696
91 H 5.445 -0.431 -0.206
92 C 1.248 -0.879 1.282
93 H 3.218 0.484 -0.018
94 C 9.876 1.004 7.884
95 H 1.415 3.006 -3.512
96 H 6.797 1.893 5.113
97 C 7.282 2.984 0.758
98 H -3.439 -1.939 1.546
99 H -9.327 -0.336 -8.425
100 H 4.087 -4.215 0.441
101 H -2.345 -0.487 -4.736
102 C -5.716 -0.866 0.482
103 H -9.613 0.204 -0.936
104 H 11.361 2.373 7.234
105 H -5.575 -1.829 1.040
106 H 5.713 -3.304 4.045
107 H 9.745 3.058 7.262
108 C -8.409 0.202 -8.176
109 C -7.205 -0.712 -8.408
110 C -1.742 -0.846 2.318
111 H 2.789 -1.996 0.097
112 H -2.334 2.316 -3.527
113 C 6.976 1.466 0.463
114 N -4.243 -0.165 2.339
115 C -8.739 0.793 -1.289
116 C 5.882 0.952 1.469
117 H 7.781 3.291 4.717
118 H 1.140 -0.646 2.372
119 N -0.465 0.381 -4.747
120 H 8.661 0.488 5.543
121 C -6.268 -1.127 -5.598
122 C 5.779 -4.613 1.737
123 H -6.315 4.524 2.812
124 C 6.900 -4.995 4.594
125 C -3.148 -0.861 1.607
126 H -4.404 1.178 -0.115
127 H -3.001 2.453 4.023
128 H 11.997 2.775 5.033
129 H -6.579 1.068 -3.028
130 Cl -8.215 2.641 3.279
131 H -2.993 -0.534 0.549
132 C -6.287 0.775 -1.985
133 H -8.379 1.089 -8.807
134 H -0.735 1.691 -6.400
135 N -3.466 1.853 1.543
136 O -4.725 4.074 -0.015
137 C 5.283 -7.416 2.893
138 C 4.363 -6.198 2.994
139 C 0.521 2.623 -4.012
140 H 3.618 -6.274 2.195
141 H 5.957 -7.359 2.037
142 H -7.990 -0.826 0.566
143 H 6.116 -3.573 1.771
144 H 6.459 3.608 0.333
145 H 10.376 4.655 5.730
146 H 4.679 -8.319 2.767
147 H 6.686 -5.232 1.710
148 H 3.779 -6.272 3.915
149 H -5.168 0.309 -9.768
150 C -5.704 2.128 -8.757
151 C 0.164 -1.933 0.853
152 C -5.200 0.685 -8.741
153 H 7.315 -4.408 5.417
154 C -7.145 -0.971 -0.147
155 H -8.495 0.520 -7.135
156 H -6.069 -0.882 -4.552
157 C 2.726 -1.362 1.017
158 N 10.221 1.855 5.575
159 H -4.153 0.698 -8.416
160 H 6.308 0.677 2.460
161 H -7.431 -1.685 -7.959
162 S -5.570 3.218 0.887
163 C 0.923 0.385 -6.809
164 C -0.434 0.658 -6.175
165 H -5.708 -2.031 -5.843

(6)
Formula: C6H14N2O
Source: OMol25
Level of theory: wB97M-V/def2-TZVPD

- HOMO: -7.0677 eV
- Energy relative to the best compared isomer or geometry (same formula, charge and spin): 117.4 kJ/mol
- Gap between HOMO and LUMO: 0.29450 Ha
- LUMO level: 0.9461 eV
- SMILES string: CC(=C(N)N)C(C)(C)O
- Total energy: -11476.5534 eV

CARTESIAN COORDINATES (ANGSTROEM)
1 H -2.041 1.838 -0.249
2 H 2.715 -0.410 0.183
3 N 1.438 -1.058 2.211
4 H 0.274 0.361 -2.613
5 C -1.631 -0.661 -0.845
6 H -0.619 -0.143 3.162
7 H 0.434 1.931 -1.803
8 C 0.428 -0.456 1.460
9 C 0.585 -0.087 0.155
10 H 1.133 -1.417 3.104
11 H -2.516 -0.257 -1.337
12 H -1.127 1.417 -2.455
13 C -0.219 1.075 -1.957
14 H -1.275 0.569 1.726
15 H -1.929 -1.107 0.099
16 N -0.737 -0.208 2.160
17 C 1.926 -0.168 -0.525
18 H 2.192 0.789 -0.974
19 O -1.257 1.541 0.227
20 H 2.083 -1.627 1.687
21 H -1.208 -1.435 -1.481
22 C -0.584 0.436 -0.619
23 H 1.934 -0.921 -1.316

(7)
Formula: C6H26O10Sr
Source: OMol25
Level of theory: wB97M-V/def2-TZVPD

- HOMO: -15.8778 eV
- Energy relative to the best compared isomer or geometry (same formula, charge and spin): 2722.6 kJ/mol
- Total charge: +2
- Gap between HOMO and LUMO: 0.35685 Ha
- LUMO level: -6.1674 eV
- Total energy: -27916.3351 eV

CARTESIAN COORDINATES (ANGSTROEM)
1 O 1.211 0.548 -1.572
2 H 1.465 2.170 -0.826
3 H -1.847 1.107 2.448
4 H -0.587 0.439 3.471
5 H -3.227 0.925 0.061
6 H 0.643 -2.096 -1.352
7 H 1.036 2.472 0.594
8 C 0.062 -1.484 -2.043
9 H 2.464 -1.294 -0.270
10 O 0.550 -0.787 0.221
11 C -1.339 -0.939 1.892
12 H -0.801 1.248 -3.023
13 H 1.778 -0.440 2.633
14 C -0.963 0.470 2.448
15 H -1.004 3.189 -0.064
16 H 0.271 -1.705 0.259
17 O 1.986 -2.411 2.291
18 H 2.583 -3.094 1.976
19 H -2.769 0.344 -1.259
20 C 2.330 -1.044 1.912
21 H -2.387 -1.533 0.320
22 H -2.113 -1.504 2.412
23 C 0.885 -0.377 -2.641
24 H -0.529 -1.665 1.948
25 H -1.109 2.285 -1.964
26 H 1.813 -0.719 -3.099
27 O 0.929 1.832 -0.109
28 H 0.275 0.144 -3.379
29 Sr -0.508 0.576 -0.306
30 O -0.933 1.351 -2.081
31 H 0.822 1.432 2.111
32 H 1.944 1.081 -1.889
33 O -1.306 2.280 -0.068
34 H 3.380 -0.810 2.090
35 O 0.061 1.123 1.614
36 O -0.947 -1.074 -1.174
37 H -0.254 -2.218 -2.784
38 C 1.935 -0.628 0.412
39 H 2.249 0.407 0.283
40 O -1.613 -1.000 0.514
41 O -2.460 0.560 -0.379
42 H -2.261 2.345 -0.080
43 H -1.715 -1.510 -1.550

(8)
Formula: C18H32F2N2O2ScSi2
Source: OMol25
Level of theory: wB97M-V/def2-TZVPD

- HOMO: -3.4252 eV
- Energy relative to the best compared isomer or geometry (same formula, charge and spin): 0.0 kJ/mol
- Total charge: -1
- Gap between HOMO and LUMO: 0.21526 Ha
- LUMO level: 2.4323 eV
- Total energy: -68154.8193 eV

CARTESIAN COORDINATES (ANGSTROEM)
1 H -5.039 4.062 -0.410
2 Sc -0.102 -0.415 -0.360
3 H -6.213 3.351 1.730
4 H -0.299 2.236 3.103
5 H 4.520 1.634 -0.267
6 H -4.753 4.305 2.017
7 H -4.219 0.427 -0.919
8 H 3.693 0.035 5.713
9 H 5.514 0.238 4.024
10 C -0.656 -1.646 3.452
11 H -1.101 3.678 1.473
12 C -4.738 3.178 0.156
13 H -1.755 4.051 -0.954
14 H -2.444 4.700 1.968
15 Si 2.523 0.131 -0.001
16 H -1.120 -0.635 -3.374
17 C -0.801 1.302 3.379
18 C -5.126 3.358 1.622
19 C 3.456 1.707 -0.520
20 H 4.959 0.270 1.636
21 H 3.049 2.590 -0.014
22 Si -0.072 -0.170 2.393
23 H -4.712 2.554 2.233
24 H -1.877 1.433 3.198
25 C 3.659 -1.251 -0.636
26 H -1.737 -1.798 3.349
27 H -1.114 5.389 1.025
28 C 1.796 -0.036 2.862
29 C 4.478 0.164 3.709
30 H 1.363 -0.138 4.974
31 C -2.473 4.175 -0.140
32 C -0.418 -0.229 -2.644
33 H -4.348 0.643 0.834
34 C -0.774 -2.935 -0.213
35 C -2.740 1.742 -0.101
36 H -3.116 5.006 -0.431
37 H -0.162 -2.568 3.123
38 H 3.623 -1.314 -1.729
39 C 2.827 0.086 1.905
40 F 0.836 -0.697 -3.121
41 H 3.374 1.873 -1.600
42 C -3.647 0.547 0.005
43 C 4.152 0.180 2.360
44 H -0.434 -1.502 4.515
45 O 0.449 -2.639 -0.195
46 H -0.930 2.393 -0.292
47 C 3.461 0.049 4.653
48 H -3.052 -0.351 0.150
49 H -1.064 -3.990 -0.133
50 H 3.328 -2.215 -0.237
51 F -0.397 1.164 -2.964
52 C 2.145 -0.048 4.223
53 C -1.739 4.504 1.160
54 N -1.477 1.545 -0.227
55 O -1.686 -2.066 -0.317
56 H -5.282 2.341 -0.273
57 H -0.657 1.153 4.456
58 H 4.699 -1.085 -0.332
59 N -3.313 2.987 -0.065

Ordered F_max results: 0.0606 0.0428 0.1217 0.0895 0.1285 0.0288 0.3112 0.0183; unit Eh/bohr.